Record 1
{"formula": "C4H7N2", "method": "ωB97M-V/def2-TZVPD", "multiplicity": 3, "charge": 1, "de_lowest_kcal_mol": 61.4, "orbital_gap_ev": [9.74, 8.13], "max_force_ev_per_a": 9.0, "elements": ["C", "C", "C", "C", "N", "N", "H", "H", "H", "H", "H", "H", "H"], "xyz": [[1.7297, 0.6886, 0.4960], [0.1606, 0.6535, 0.1329], [-1.0004, 1.4531, 0.0516], [-0.3698, -1.8380, -0.4133], [1.8656, -0.4925, 0.1031], [0.4539, -0.5579, -0.1706], [2.5795, 1.3047, 0.8152], [-1.6355, 1.1411, -0.7620], [-0.7627, 2.5296, -0.0357], [-1.6606, 1.3844, 0.9712], [0.2329, -2.4949, 0.2721], [-0.1977, -2.0984, -1.3839], [-1.3954, -1.6733, -0.0766]], "forces_ev_per_a": [[-4.1090, 7.9041, 1.3909], [4.8058, 6.5530, 3.1066], [-1.8248, 1.3785, 1.0083], [2.2661, 1.6993, 4.0489], [-2.8078, -7.9071, -3.2709], [2.8328, -8.1418, -1.4624], [-0.7672, 0.1139, 0.1384], [-0.2323, -0.0392, -0.5002], [-0.0011, -0.5841, -0.0865], [0.7248, -0.0998, -0.6543], [-1.1476, -0.0212, -0.7340], [0.0103, -0.8119, -2.7113], [0.2501, -0.0437, -0.2735]], "nbo_charge": [0.132, 0.275, -0.730, -0.411, -0.108, -0.042, 0.258, 0.270, 0.295, 0.293, 0.265, 0.252, 0.253]}

***

Record 2
{"formula": "C4H7N2O", "method": "ωB97M-V/def2-TZVPD", "charge": 1, "smiles": "C#[N+]N(C)C(C)=O", "de_lowest_kcal_mol": 101.4, "orbital_gap_ev": 10.39, "max_force_ev_per_a": 6.6, "elements": ["C", "N", "N", "C", "C", "C", "O", "H", "H", "H", "H", "H", "H", "H"], "xyz": [[2.4494, 0.3827, -0.2080], [1.3570, -0.0311, 0.0505], [0.2457, -0.4729, 0.2207], [-0.1102, -1.9091, -0.1720], [-1.0783, 0.3998, 0.3664], [-0.9693, 1.7745, -0.0183], [-1.9587, -0.3481, 0.5492], [3.4431, 0.5197, 0.2718], [-0.1550, -1.9299, -1.2408], [0.7963, -2.5293, 0.0966], [-0.9041, -2.3358, 0.3584], [-0.1924, 2.0375, -0.6374], [-0.9912, 2.4277, 0.8882], [-1.9322, 2.0146, -0.5252]], "forces_ev_per_a": [[-2.0411, -1.1551, 1.2606], [6.2158, 2.1097, -0.9873], [-4.4929, -1.6463, 0.3728], [4.3027, -0.0842, 0.1774], [1.1471, -2.6147, -0.7738], [-3.0399, 1.9069, 1.7465], [-1.2052, 0.8664, 0.6026], [-0.9535, 0.0584, -0.6028], [-0.6143, -0.0444, -0.5939], [-0.8471, 0.7199, -0.2278], [-1.3261, 0.1251, 0.6027], [1.9822, 0.3488, -1.2657], [0.2451, -0.4327, -0.5590], [0.6271, -0.1577, 0.2476]], "nbo_charge": [0.210, -0.015, -0.210, -0.413, 0.743, -0.766, -0.428, 0.299, 0.232, 0.229, 0.269, 0.254, 0.296, 0.300]}

***

Record 3
{"formula": "C4H7N2O", "method": "ωB97M-V/def2-TZVPD", "charge": 1, "smiles": "C/[NH+]=C/C1=C(N)O1", "de_lowest_kcal_mol": 84.6, "orbital_gap_ev": [8.87, 8.87], "max_force_ev_per_a": 4.1, "elements": ["C", "N", "C", "C", "C", "N", "O", "H", "H", "H", "H", "H", "H", "H"], "xyz": [[2.3274, 0.1951, 0.0577], [0.9399, 0.4280, 0.2621], [-0.0276, 0.3514, -0.6299], [-1.3409, 0.4988, -0.2124], [-2.6942, 0.2088, -0.0734], [-3.7824, -0.1207, -0.6617], [-2.1611, 0.4537, 1.0700], [3.0000, 0.8650, 0.5074], [2.4546, -0.7549, 0.5210], [2.5339, 0.0089, -1.0308], [0.6129, 0.7083, 1.1674], [0.2539, 0.4159, -1.6804], [-3.7179, -0.3767, -1.5696], [-4.5529, -0.5202, -0.1484]], "forces_ev_per_a": [[-0.0793, -2.0186, -1.8582], [-0.9694, 1.1899, 0.1593], [-1.5325, 0.8934, 1.0862], [-0.7427, -0.3663, -2.1091], [3.4974, 0.7308, -2.0783], [-1.1119, 0.1122, 3.6873], [-0.1819, -0.2463, 2.0379], [0.5141, 1.2979, 0.3563], [0.9051, -0.9201, 0.3752], [-0.1275, 0.5770, 0.9962], [0.3419, -0.2032, 0.5803], [-0.4236, -0.5827, 0.0673], [0.2244, -0.7365, -3.5528], [-0.3141, 0.2727, 0.2524]], "nbo_charge": [-0.413, -0.503, 0.081, 0.028, 0.655, -0.685, -0.374, 0.233, 0.217, 0.221, 0.411, 0.259, 0.428, 0.442]}

***

Record 4
{"formula": "C4H7N2O", "method": "ωB97M-V/def2-TZVPD", "charge": 1, "de_lowest_kcal_mol": 84.2, "orbital_gap_ev": 8.95, "max_force_ev_per_a": 5.7, "elements": ["C", "C", "C", "C", "N", "N", "O", "H", "H", "H", "H", "H", "H", "H"], "xyz": [[-1.5061, -0.5198, -0.6443], [2.1198, -0.2617, -0.1311], [-0.1761, 1.0131, 0.5325], [0.7956, -0.1176, 0.4392], [-1.4625, 0.6280, 0.0642], [-0.5498, -1.2772, -0.6517], [2.7434, -1.2614, -0.3134], [-2.5411, -0.6589, -0.8686], [2.6991, 0.6531, 0.0115], [-0.4156, 1.4298, 1.5415], [0.2039, 1.8919, -0.1043], [0.7455, -0.5999, 1.3475], [-2.2436, 1.2733, -0.1189], [-0.4125, -2.1928, -1.1041]], "forces_ev_per_a": [[-3.7822, 2.9239, 1.7965], [2.3510, 0.8620, 0.8138], [0.9568, 3.9722, -0.8469], [-4.2517, -1.7459, -1.8370], [-1.1585, -0.9443, -1.6832], [5.4375, -1.3762, 0.8281], [-0.8943, -0.7633, -0.6989], [-0.4692, -1.0199, -1.3110], [0.0532, 0.9141, -0.5095], [1.2133, -0.6226, -0.3600], [-0.4123, -1.0425, 0.8683], [0.1925, -1.8155, 1.9393], [0.9604, -0.1388, 0.5431], [-0.1966, 0.7965, 0.4574]], "nbo_charge": [0.334, 0.337, -0.314, 0.073, -0.541, -0.546, -0.389, 0.239, 0.158, 0.271, 0.232, 0.242, 0.443, 0.461]}

***

Record 5
{"formula": "C4H7N2O", "method": "ωB97M-V/def2-TZVPD", "charge": 1, "de_lowest_kcal_mol": 199.3, "orbital_gap_ev": [7.34, 7.34], "max_force_ev_per_a": 6.0, "elements": ["C", "C", "C", "C", "N", "N", "O", "H", "H", "H", "H", "H", "H", "H"], "xyz": [[-1.1247, 0.8455, 0.1083], [-0.1382, 1.5703, 0.2204], [-2.8406, -0.8480, -0.1953], [2.7709, 0.0911, 0.0163], [-1.9849, 0.0339, 0.3574], [1.4332, -0.1301, -0.0392], [0.9567, -1.1298, -0.3716], [0.6607, 2.3316, 0.3935], [-2.5296, -1.9191, -0.1051], [-3.1146, -0.7317, -1.2665], [-3.6148, -0.5442, 0.5584], [3.2952, -0.7633, -0.4094], [3.0209, 0.1172, 1.1622], [3.2099, 1.0765, -0.4292]], "forces_ev_per_a": [[-2.6322, -1.3965, 0.3816], [5.6729, 2.0844, 0.1227], [-2.8065, -1.0002, -0.8453], [5.0073, 0.9028, 1.4838], [3.5640, 0.5685, 0.4730], [-4.1244, 3.2593, 0.1263], [-0.2798, -1.7035, -0.3406], [-1.6080, -0.8284, -0.4147], [-0.1644, 0.8981, 0.7123], [0.1325, 0.3629, 0.6553], [-1.0467, -1.6464, -1.1989], [0.2093, -0.0282, -0.0464], [-0.4173, 0.1053, -1.8826], [-1.5068, -1.5780, 0.7734]], "nbo_charge": [0.237, -0.072, -0.464, -0.546, -0.185, 0.259, -0.156, 0.289, 0.287, 0.228, 0.278, 0.251, 0.299, 0.293]}

***

Record 6
{"formula": "C4H7N2O", "method": "ωB97M-V/def2-TZVPD", "charge": 1, "smiles": "C[C@@H]1C(=[NH2+])N1C=O", "de_lowest_kcal_mol": 72.9, "orbital_gap_ev": 10.72, "max_force_ev_per_a": 4.4, "elements": ["C", "C", "C", "N", "N", "C", "O", "H", "H", "H", "H", "H", "H", "H"], "xyz": [[0.8589, -1.2161, 1.2327], [0.0009, 0.0240, 0.8809], [-0.9108, 0.0200, -0.3373], [-2.0328, -0.1247, -0.8908], [0.1704, 0.7113, -0.5276], [1.1577, 1.4348, -1.2543], [2.1483, 1.6611, -0.6185], [0.1644, -2.0437, 1.2028], [1.2935, -1.1022, 2.1974], [1.5765, -1.4195, 0.5402], [-0.1318, 0.5051, 1.7918], [-2.6999, -0.7469, -0.4021], [-2.3843, 0.4157, -1.6080], [0.7889, 1.8811, -2.2071]], "forces_ev_per_a": [[-2.8938, 0.8854, 0.1184], [1.2259, -2.5297, -3.4472], [2.8606, 1.9701, 1.7741], [-2.3437, -3.0161, 1.9960], [-0.5931, -1.2161, 2.0435], [0.3924, 1.2669, 1.5777], [-0.3837, -0.0530, -1.5729], [-0.0177, -0.4970, 0.4329], [0.2418, 0.0819, 0.6907], [2.1347, -0.3733, -1.9969], [-1.0778, 2.1837, 0.8058], [0.3675, 0.6753, -0.5824], [-0.5157, 1.2019, -2.1190], [0.6027, -0.5800, 0.2793]], "nbo_charge": [-0.626, 0.009, 0.554, -0.679, -0.402, 0.530, -0.425, 0.231, 0.248, 0.239, 0.250, 0.445, 0.439, 0.188]}

***

Record 7
{"formula": "C4H7N2O", "method": "ωB97M-V/def2-TZVPD", "multiplicity": 3, "charge": 1, "de_lowest_kcal_mol": 49.8, "orbital_gap_ev": [7.61, 7.96], "max_force_ev_per_a": 4.8, "elements": ["C", "C", "C", "C", "N", "N", "O", "H", "H", "H", "H", "H", "H", "H"], "xyz": [[-0.7365, 1.1597, -1.0211], [1.4132, -1.4397, 0.1417], [-0.2748, 0.4464, 1.0520], [0.0820, -0.6332, -0.0171], [-0.8866, 1.4617, 0.2052], [-0.1236, 0.0126, -1.2286], [2.0345, -1.8645, -0.7508], [-0.9093, 1.9209, -1.7976], [1.5914, -1.5504, 1.2948], [-0.9727, -0.0824, 1.8341], [0.7005, 0.8531, 1.3904], [-0.8319, -2.2441, 0.5063], [-1.2235, 2.3348, 0.4271], [0.1373, -0.3749, -2.0364]], "forces_ev_per_a": [[0.5164, 1.3299, -3.6498], [-2.8478, 0.9141, 3.4440], [-0.3271, -2.3672, 0.2023], [2.7407, 2.4250, -0.0777], [0.3060, -2.1574, 1.1891], [-1.4202, 0.8550, 4.5145], [1.0363, -0.5455, -1.4428], [-0.2629, -0.8193, 0.1590], [0.3797, -0.0741, -1.7900], [1.2910, 1.5536, -0.9730], [-0.7271, -0.2815, 0.7943], [-0.9237, -1.3850, 0.5656], [-0.8760, 2.1321, 1.2231], [1.1146, -1.5797, -4.1585]], "nbo_charge": [0.350, 0.393, -0.305, 0.095, -0.467, -0.481, -0.425, 0.259, 0.150, 0.278, 0.259, 0.005, 0.443, 0.447]}

***

Record 8
{"formula": "C4H7N2O2", "method": "ωB97M-V/def2-TZVPD", "charge": 1, "smiles": "N/C=C\\[NH2+]C(=O)C=O", "de_lowest_kcal_mol": 70.0, "orbital_gap_ev": 6.49, "max_force_ev_per_a": 4.5, "elements": ["N", "C", "C", "N", "C", "O", "C", "O", "H", "H", "H", "H", "H", "H", "H"], "xyz": [[2.0247, 0.9342, 0.0962], [2.0568, -0.3786, -0.2245], [0.8933, -1.0593, -0.2715], [-0.2717, -0.4160, 0.3834], [-1.4969, 0.7829, -0.0021], [-1.1755, 1.8851, -0.2111], [-2.7276, 0.0005, -0.2085], [-2.7506, -1.1746, -0.0257], [2.9170, 1.2778, 0.3102], [1.1560, 1.3497, 0.2903], [2.9615, -0.7184, -0.6651], [0.8106, -1.9124, -0.8182], [-0.9209, -1.1653, 0.6226], [0.0581, 0.0573, 1.1602], [-3.5349, 0.5371, -0.4361]], "forces_ev_per_a": [[1.0640, -1.6634, -0.1580], [-2.4419, 0.8435, -0.8768], [1.0005, 2.5766, 0.8492], [-1.6326, -0.9658, -1.8149], [3.4782, -0.1794, -1.5219], [-0.4629, -0.5213, 0.5859], [1.1606, -2.0556, 1.3470], [0.2632, -0.6671, -0.0689], [0.6724, 1.5223, 0.5814], [-0.3006, 1.2390, 0.2846], [0.6003, -0.6724, 0.0501], [-0.9250, -2.3538, -0.9942], [0.1304, -0.1468, 0.4800], [0.9736, 0.6261, 2.5410], [-3.5802, 2.4181, -1.2844]], "nbo_charge": [-0.768, 0.070, -0.208, -0.653, 0.641, -0.343, 0.319, -0.381, 0.417, 0.382, 0.241, 0.237, 0.454, 0.407, 0.184]}